{
  "formula": "C70H94BrN2O5P2S2Si",
  "method": "the ωB97M-V functional and the def2-TZVPD basis",
  "elements": ["C", "C", "C", "C", "C", "C", "C", "P", "O", "Br", "C", "S", "S", "C", "O", "O", "N", "C", "C", "C", "C", "P", "C", "C", "C", "C", "C", "O", "Si", "C", "C", "C", "O", "C", "N", "H", "H", "H", "H", "H", "H", "H", "H", "H", "H", "H", "H", "H", "H", "H", "H", "H", "H", "H", "H", "H", "H", "H", "H", "H", "H", "H", "H", "H", "H", "H", "H", "H", "H", "H", "H", "H", "H", "H", "H", "H", "H", "H", "H", "H", "H", "C", "C", "C", "C", "C", "C", "H", "H", "H", "H", "H", "H", "C", "C", "C", "C", "C", "C", "H", "H", "H", "H", "H", "H", "C", "C", "C", "C", "C", "C", "H", "H", "H", "H", "H", "H", "C", "C", "C", "C", "C", "C", "H", "H", "H", "H", "H", "H", "C", "C", "C", "C", "C", "C", "H", "H", "H", "H", "H", "H", "C", "C", "C", "C", "C", "C", "H", "H", "H", "H", "H", "H", "C", "C", "C", "C", "C", "C", "H", "H", "H", "H", "H", "H", "C", "C", "C", "C", "C", "C", "H", "H", "H", "H", "H", "H"],
  "xyz": [[-0.881, -3.634, 4.395], [0.319, -2.709, 4.086], [0.012, -1.537, 3.120], [0.535, -1.791, 1.700], [0.225, -3.252, 1.253], [0.276, -0.793, 0.502], [1.470, 0.215, 0.323], [2.607, -0.885, -0.709], [1.935, -0.780, -2.194], [4.462, 0.254, -1.079], [0.861, 1.607, -0.007], [1.527, 2.125, -1.616], [1.580, 2.892, 1.173], [3.322, 2.676, 1.108], [1.163, 2.576, 2.512], [1.251, 4.194, 0.634], [-0.679, 1.509, 0.131], [-1.343, 2.438, 1.192], [-1.716, 2.140, 2.667], [-3.243, 1.889, 2.852], [-0.877, 1.138, 3.477], [-1.420, 2.306, -1.618], [-3.220, 2.049, -1.411], [-1.341, 4.087, -1.272], [-0.993, 0.000, 0.148], [-2.267, -0.351, 0.870], [-2.641, -1.844, 0.933], [-4.024, -1.936, 0.677], [-4.721, -3.463, 0.678], [-3.896, -4.617, -0.521], [-6.507, -3.261, 0.231], [-4.579, -4.174, 2.409], [-1.120, -0.223, -1.323], [-1.985, -1.038, -1.821], [-2.756, -1.694, -2.288], [-0.735, -4.656, 4.029], [-1.031, -3.720, 5.477], [-1.817, -3.240, 3.986], [1.170, -3.299, 3.735], [0.642, -2.266, 5.035], [0.526, -0.658, 3.527], [-1.063, -1.339, 3.140], [1.629, -1.754, 1.814], [1.015, -3.930, 1.588], [-0.716, -3.621, 1.671], [0.174, -3.361, 0.167], [0.309, -1.503, -0.330], [1.924, 0.242, 1.323], [1.544, -1.630, -2.449], [1.317, 3.447, -1.556], [3.639, 3.302, 1.952], [3.617, 1.643, 1.290], [3.721, 3.033, 0.161], [-2.283, 2.743, 0.751], [-0.720, 3.327, 1.159], [-1.537, 3.120, 3.129], [-3.661, 2.589, 3.577], [-3.806, 1.989, 1.919], [-3.454, 0.882, 3.229], [-0.111, 0.666, 2.859], [-1.509, 0.351, 3.895], [-0.345, 1.627, 4.294], [-3.566, 1.767, -0.419], [-3.547, 1.297, -2.137], [-3.704, 3.006, -1.641], [-0.324, 4.462, -1.154], [-1.797, 4.521, -2.174], [-1.922, 4.428, -0.413], [-2.172, 0.029, 1.891], [-3.125, 0.162, 0.439], [-2.075, -2.447, 0.213], [-2.423, -2.232, 1.938], [-2.903, -4.948, -0.194], [-3.848, -4.228, -1.542], [-4.528, -5.517, -0.541], [-6.658, -3.066, -0.835], [-7.036, -4.192, 0.473], [-6.978, -2.451, 0.796], [-5.404, -4.867, 2.598], [-4.614, -3.369, 3.155], [-3.635, -4.715, 2.546], [-1.473, 6.915, 2.975], [-1.090, 6.735, 1.652], [-1.848, 7.299, 0.634], [-2.987, 8.031, 0.930], [-3.374, 8.205, 2.252], [-2.615, 7.649, 3.273], [-0.881, 6.487, 3.774], [-0.199, 6.162, 1.417], [-1.562, 7.159, -0.403], [-3.576, 8.451, 0.125], [-4.265, 8.772, 2.486], [-2.913, 7.787, 4.304], [-9.469, -7.088, -1.577], [-8.381, -7.712, -0.983], [-7.097, -7.449, -1.440], [-6.902, -6.560, -2.488], [-7.990, -5.933, -3.080], [-9.274, -6.200, -2.626], [-10.471, -7.296, -1.223], [-8.534, -8.406, -0.166], [-6.248, -7.940, -0.981], [-5.900, -6.351, -2.843], [-7.838, -5.238, -3.896], [-10.124, -5.716, -3.090], [-5.842, 7.540, -3.390], [-4.897, 8.481, -3.002], [-3.560, 8.122, -2.915], [-3.166, 6.827, -3.223], [-4.110, 5.888, -3.616], [-5.449, 6.244, -3.697], [-6.885, 7.818, -3.459], [-5.203, 9.492, -2.770], [-2.818, 8.851, -2.611], [-2.117, 6.558, -3.166], [-3.803, 4.881, -3.874], [-6.187, 5.515, -4.005], [4.392, -4.379, -0.937], [3.849, -4.571, 0.326], [3.902, -5.823, 0.923], [4.504, -6.881, 0.256], [5.051, -6.687, -1.006], [4.994, -5.436, -1.605], [4.353, -3.399, -1.397], [3.391, -3.737, 0.846], [3.481, -5.975, 1.909], [4.551, -7.857, 0.721], [5.524, -7.513, -1.522], [5.419, -5.286, -2.588], [1.327, -5.516, 7.841], [1.973, -4.501, 7.150], [2.585, -3.466, 7.844], [2.556, -3.450, 9.231], [1.912, -4.466, 9.923], [1.295, -5.498, 9.229], [0.849, -6.323, 7.300], [2.001, -4.518, 6.067], [3.089, -2.673, 7.304], [3.037, -2.646, 9.774], [1.891, -4.455, 11.005], [0.792, -6.289, 9.769], [8.309, -11.814, -2.240], [7.318, -11.399, -1.363], [6.302, -10.565, -1.810], [6.276, -10.150, -3.134], [7.267, -10.567, -4.012], [8.285, -11.397, -3.564], [9.102, -12.464, -1.893], [7.336, -11.726, -0.331], [5.529, -10.240, -1.124], [5.480, -9.504, -3.485], [7.245, -10.246, -5.046], [9.059, -11.721, -4.248], [2.282, 6.574, -1.524], [3.208, 6.099, -2.443], [3.404, 6.764, -3.646], [2.672, 7.910, -3.924], [1.747, 8.388, -3.006], [1.549, 7.720, -1.805], [2.135, 6.054, -0.585], [3.784, 5.208, -2.217], [4.124, 6.394, -4.364], [2.825, 8.432, -4.860], [1.182, 9.285, -3.225], [0.829, 8.094, -1.087], [8.282, 7.999, -6.046], [7.304, 8.195, -5.081], [6.153, 8.905, -5.393], [5.978, 9.416, -6.672], [6.955, 9.219, -7.638], [8.108, 8.512, -7.324], [9.182, 7.449, -5.802], [7.439, 7.795, -4.083], [5.394, 9.063, -4.637], [5.080, 9.970, -6.916], [6.819, 9.618, -8.635], [8.872, 8.363, -8.076]],
  "forces_ev_per_angstrom": [[0.095, -0.071, 0.192], [-0.196, 0.078, 0.323], [0.613, -0.475, 0.261], [-0.182, -0.579, -0.170], [0.020, 0.022, 0.184], [0.562, -0.009, 0.006], [-0.914, -0.390, 0.614], [0.073, -0.062, 0.030], [-0.282, -0.085, 0.124], [0.131, 0.053, 0.014], [0.936, 0.411, 0.003], [0.086, -0.325, -0.324], [-0.215, 0.069, 0.054], [0.274, 0.060, 0.074], [0.227, -0.005, -0.105], [0.112, -0.295, 0.162], [-0.158, 0.122, -0.041], [-0.046, 0.150, 0.164], [-0.205, 0.089, 0.522], [0.067, -0.154, 0.023], [-0.072, 0.361, -0.311], [0.004, -0.105, -0.545], [-0.221, 0.103, -0.017], [-0.045, 0.156, 0.528], [-0.358, 0.035, -0.248], [0.001, 0.102, 0.519], [-0.283, 0.041, -0.028], [0.334, -0.003, -0.026], [-0.423, -0.286, 0.108], [0.062, -0.256, -0.044], [-0.181, 0.128, -0.042], [0.259, 0.165, -0.051], [0.187, 0.095, 0.149], [3.084, 2.960, 2.343], [-3.340, -3.012, -2.230], [-0.088, 0.183, -0.109], [0.042, 0.007, -0.175], [0.113, -0.117, -0.031], [-0.035, 0.108, -0.013], [-0.012, -0.067, -0.175], [-0.134, -0.602, -0.089], [0.334, -0.134, -0.036], [-0.149, 0.002, -0.194], [-0.149, 0.098, 0.005], [0.135, 0.055, -0.093], [0.017, 0.010, 0.059], [0.058, 0.218, -0.024], [0.135, 0.258, -0.231], [0.205, 0.133, -0.102], [-0.048, -0.002, 0.231], [0.052, -0.068, -0.211], [-0.117, 0.180, 0.016], [-0.036, 0.009, 0.093], [0.005, -0.098, -0.170], [-0.148, -0.138, -0.013], [0.022, -0.099, -0.281], [0.029, -0.045, -0.104], [0.011, 0.147, 0.123], [0.029, 0.161, -0.039], [-0.511, 0.587, 0.122], [0.102, 0.297, 0.012], [-0.073, -0.049, -0.054], [-0.058, 0.027, -0.041], [0.005, 0.048, 0.216], [0.081, -0.164, -0.063], [-0.146, 0.048, -0.158], [0.142, -0.101, 0.071], [-0.071, 0.085, -0.127], [0.043, -0.189, -0.381], [0.101, -0.076, -0.140], [-0.021, 0.071, 0.068], [0.020, 0.012, -0.200], [-0.079, 0.120, -0.134], [0.066, 0.007, 0.158], [0.103, 0.098, -0.030], [0.053, -0.003, 0.101], [0.058, 0.129, -0.067], [0.030, -0.087, -0.036], [0.122, 0.061, 0.052], [-0.106, -0.163, -0.024], [-0.136, 0.015, 0.044], [-0.034, -0.025, -0.004], [0.031, -0.024, -0.012], [0.053, -0.134, -0.112], [-0.103, -0.007, -0.007], [0.045, -0.011, 0.022], [-0.008, -0.017, -0.002], [0.006, 0.009, 0.003], [-0.018, 0.039, 0.005], [0.042, 0.014, 0.000], [-0.014, 0.023, 0.021], [0.004, 0.007, 0.005], [0.004, 0.009, 0.002], [-0.001, 0.003, 0.003], [0.001, 0.008, 0.009], [0.007, 0.022, 0.018], [0.045, 0.038, 0.015], [-0.007, 0.007, 0.019], [0.000, 0.010, 0.007], [-0.001, -0.002, -0.001], [-0.001, -0.007, -0.005], [0.000, -0.010, -0.007], [-0.001, -0.015, -0.013], [0.000, -0.011, -0.011], [-0.001, 0.001, 0.001], [0.001, 0.003, 0.000], [-0.012, -0.042, 0.022], [0.066, -0.001, 0.029], [0.027, -0.011, 0.013], [0.003, 0.003, 0.044], [-0.007, -0.010, 0.006], [-0.001, 0.000, -0.002], [-0.002, 0.001, -0.002], [-0.011, 0.023, -0.017], [0.014, 0.036, -0.037], [-0.005, -0.003, -0.030], [-0.001, 0.003, -0.008], [-0.016, 0.065, -0.010], [-0.020, 0.006, 0.007], [0.000, 0.003, 0.004], [-0.006, -0.002, -0.004], [0.004, -0.028, -0.021], [-0.030, -0.022, 0.007], [0.029, -0.002, -0.008], [-0.001, 0.008, 0.004], [0.011, 0.000, 0.003], [0.003, -0.001, 0.001], [0.015, 0.003, 0.007], [0.013, 0.001, 0.005], [-0.010, 0.010, 0.003], [-0.021, 0.011, -0.051], [-0.013, 0.002, -0.004], [-0.005, 0.007, 0.000], [-0.001, 0.000, 0.001], [-0.005, 0.002, 0.003], [0.006, -0.005, 0.000], [0.007, -0.003, 0.002], [0.016, -0.009, 0.000], [0.001, 0.000, 0.002], [-0.002, 0.001, 0.001], [0.005, -0.003, 0.002], [-0.001, 0.000, -0.002], [0.009, 0.007, 0.001], [-0.010, 0.018, 0.013], [-0.009, 0.024, 0.005], [0.007, 0.004, 0.001], [-0.001, 0.000, 0.001], [0.001, -0.001, -0.001], [0.002, 0.002, 0.001], [-0.014, -0.018, -0.006], [-0.007, -0.010, -0.005], [0.001, 0.001, 0.000], [-0.002, -0.004, -0.001], [-0.049, -0.037, 0.046], [-0.006, -0.072, 0.002], [-0.022, -0.012, -0.005], [0.018, -0.004, -0.042], [-0.037, 0.012, 0.004], [-0.023, -0.018, -0.024], [0.012, 0.032, 0.010], [0.023, 0.011, -0.020], [0.016, 0.020, 0.006], [-0.003, -0.002, -0.004], [0.000, 0.005, -0.003], [0.017, 0.016, 0.023], [-0.003, -0.008, -0.001], [-0.005, -0.012, -0.004], [-0.031, -0.006, 0.015], [-0.004, -0.012, -0.002], [-0.001, -0.005, -0.003], [0.000, -0.001, 0.000], [0.002, 0.002, 0.000], [0.006, 0.014, 0.005], [0.010, 0.007, 0.010], [0.005, 0.011, 0.002], [0.003, 0.004, 0.001], [-0.001, -0.003, -0.001]],
  "mulliken_charge": [-1.125, -1.279, 1.147, -0.146, -1.704, -1.528, -1.564, 0.308, -0.566, -0.264, 0.904, 0.018, 1.085, -0.969, -0.706, -0.189, 0.336, -1.095, -0.412, -1.586, -0.930, 0.102, -1.167, 0.255, 1.366, 0.230, -0.152, -0.454, 0.348, -0.932, -1.089, -1.072, -0.414, 0.689, -0.558, 0.316, 0.419, 0.088, 0.396, 0.466, 0.706, -0.710, 0.749, 0.490, 0.110, 0.448, 0.891, 1.506, 0.365, 0.097, 0.537, 0.227, 0.226, 0.618, 0.352, 1.209, 0.370, 0.351, 0.418, -0.872, 0.592, 0.417, 0.282, 0.432, 0.591, -0.445, 0.060, 0.191, -1.192, 0.440, 0.318, -0.449, 0.337, 0.338, 0.247, 0.309, 0.344, 0.344, 0.444, 0.312, 0.263, -0.516, -0.204, -0.009, -0.461, -0.492, -0.564, 0.465, 0.358, 0.263, 0.381, 0.407, 0.375, -0.384, -0.413, -0.370, -0.304, -0.408, -0.424, 0.380, 0.379, 0.400, 0.394, 0.380, 0.380, -0.412, -0.443, -0.468, -0.368, -0.449, -0.520, 0.381, 0.401, 0.464, 0.612, 0.509, 0.384, -0.420, 0.043, -0.499, -0.475, -0.153, -0.651, 0.282, 0.349, 0.448, 0.368, 0.332, 0.377, -0.523, -0.115, -0.447, -0.385, -0.432, -0.351, 0.363, 0.437, 0.367, 0.364, 0.366, 0.371, -0.347, -0.433, -0.285, -0.394, -0.377, -0.380, 0.359, 0.357, 0.394, 0.404, 0.360, 0.358, -0.182, -0.392, -0.624, -0.467, -0.599, -0.339, 0.317, 0.433, 0.462, 0.518, 0.414, 0.490, -0.355, -0.540, -0.262, -0.415, -0.368, -0.402, 0.357, 0.377, 0.520, 0.358, 0.365, 0.361],
  "homo_energy_ev": -10.515,
  "max_force_ev_per_a": 5.02,
  "charge": 1,
  "total_energy_ev": -205493.148,
  "gap_ev": 7.9
}